(1)
The following is a quantum chemistry calculation of C2H5N5O in the gas phase in a non-equilibrium geometry, from OMol25.

LUMO: 0.02554 hartree
Calculated total energy: -11649.1086 eV
Frontier orbital gap: 10.537 eV
SMILES: [H]/N=c1/[nH]/c(=N\[H])n(N)o1
Net charge: 0
Energy relative to the best compared isomer or geometry (same formula, charge and spin): 331.5 kJ/mol

Structure (XYZ):
```
13
Properties=species:S:1:pos:R:3:nbo_charge:R:1
H 1.2217 -3.0979 1.3114 0.3762
N 0.2830 -2.7278 0.8074 -0.7329
C 0.3259 -1.5033 0.4717 0.6943
N -0.8564 -0.7446 0.0181 -0.6401
C -0.6108 0.5355 -0.0859 0.5218
N -1.3075 1.4882 -0.4331 -0.7672
H -2.3679 1.2706 -0.5707 0.3695
N 0.7043 0.7630 0.4314 0.0039
N 1.2931 1.5356 -0.7089 -0.6471
O 1.2425 -0.6394 0.3641 -0.3684
H -1.7839 -1.1964 -0.3245 0.4338
H 0.3815 1.9090 -1.2196 0.3900
H 1.4746 2.4076 -0.0612 0.3661
```

(2)
The following is a quantum chemistry calculation of C5H7N3 in the gas phase in a non-equilibrium geometry, from OMol25.

LUMO: 0.03798 hartree
Calculated total energy: -9766.1555 eV
Frontier orbital gap: 10.265 eV
SMILES: c1cc(N2CC2)n[nH]1
Net charge: 0
Energy relative to the best compared isomer or geometry (same formula, charge and spin): 311.9 kJ/mol

Structure (XYZ):
```
15
Properties=species:S:1:pos:R:3:nbo_charge:R:1
C -0.5557 -2.1568 -0.5346 -0.0320
C -0.6620 -0.7562 -0.5275 -0.3998
C 0.5001 -0.2512 0.1102 0.2725
N 0.8660 1.0305 0.4903 -0.3954
C -0.2320 1.7790 0.9580 -0.2413
C 0.3091 2.0122 -0.3934 -0.2600
N 1.3062 -1.2974 0.4086 -0.2769
N 0.6572 -2.4126 -0.0631 -0.3534
H -1.1607 -3.0106 -0.9435 0.2274
H -1.5726 -0.1720 -0.6430 0.2238
H -0.1022 2.5429 1.7301 0.2032
H -1.2121 1.2879 1.0333 0.1937
H 1.0290 2.8662 -0.6973 0.2065
H -0.3797 1.7991 -1.2100 0.2000
H 1.2092 -3.2611 0.2818 0.4317
```

(3)
The following is a quantum chemistry calculation of C13H13ClN4O2S2 in the gas phase in a non-equilibrium geometry, from OMol25.

LUMO: 0.00385 hartree
Calculated total energy: -57940.9774 eV
Frontier orbital gap: 8.742 eV
SMILES: CCC(=O)Nc1nnc(SCC(=O)Nc2cccc(Cl)c2)s1
Net charge: 0
Energy relative to the best compared isomer or geometry (same formula, charge and spin): 24.3 kJ/mol

Structure (XYZ):
```
35
Properties=species:S:1:pos:R:3:nbo_charge:R:1
C 0.8613 3.9520 1.5643 -0.5949
C 2.0210 2.9534 1.5208 -0.5120
C 2.3064 2.4398 2.9008 0.7065
O 3.1717 2.8572 3.6277 -0.5653
N 1.4898 1.4204 3.3879 -0.6385
C 0.4893 0.7219 2.7974 0.2570
N -0.0225 0.9195 1.6341 -0.3278
N -0.9912 0.0691 1.3130 -0.3421
C -1.2521 -0.8103 2.2244 -0.1366
S -2.4471 -2.0502 2.1176 0.3390
C -3.2791 -1.6177 0.5498 -0.6106
C -2.5472 -2.1663 -0.6780 0.6656
O -2.9249 -3.1683 -1.2378 -0.5946
N -1.4890 -1.3978 -1.0280 -0.6489
C -0.5785 -1.5874 -2.0684 0.2497
C 0.4818 -0.6856 -2.1618 -0.2758
C 1.4151 -0.8154 -3.1711 -0.1796
C 1.3112 -1.8369 -4.1006 -0.2618
C 0.2540 -2.7267 -3.9988 -0.0046
Cl 0.1080 -4.0056 -5.1497 0.0083
C -0.6941 -2.6180 -2.9955 -0.3021
S -0.2550 -0.6473 3.6611 0.3470
H 0.7133 4.3826 0.5781 0.2192
H -0.0572 3.4552 1.8636 0.2163
H 1.0783 4.7537 2.2659 0.2123
H 1.7667 2.1283 0.8575 0.2442
H 2.9220 3.4547 1.1654 0.2344
H 1.7328 1.1342 4.3303 0.4218
H -3.3815 -0.5344 0.5190 0.2498
H -4.2548 -2.0977 0.6189 0.2628
H -1.2739 -0.6121 -0.4102 0.4348
H 0.5650 0.1126 -1.4386 0.2147
H 2.2335 -0.1149 -3.2381 0.2177
H 2.0361 -1.9429 -4.8912 0.2266
H -1.5088 -3.3193 -2.9296 0.2676
```

(4)
The following is a quantum chemistry calculation of 8 unconnected molecules or ions with the total composition C18H53FN3O7 in a non-equilibrium geometry, from OMol25.

LUMO: -0.10304 hartree
Calculated total energy: -41037.7244 eV
Frontier orbital gap: 9.400 eV
Net charge: +1

Structure (XYZ):
```
82
Properties=species:S:1:pos:R:3:lowdin_charge:R:1
N -0.5612 2.0138 2.7104 0.0893
C -0.5688 0.8752 1.8173 -0.3185
C 0.2984 1.0377 0.5499 -0.1249
N 1.2892 0.0064 0.3468 -0.0244
C 2.0322 -0.3756 1.5221 -0.1120
C 1.1952 -0.6163 2.7854 -0.2653
F 1.6357 0.1211 3.8233 0.0753
N -0.2540 -0.3670 2.5650 0.1806
H 0.2641 2.0126 3.3060 0.0846
H -0.5052 2.8684 2.1692 0.0925
H -1.5970 0.7793 1.4892 0.1337
H -0.3609 1.0088 -0.3042 0.1247
H 0.7492 2.0229 0.5441 0.1263
H 0.9210 -0.7899 -0.1583 0.0985
H 2.8422 0.3082 1.7517 0.1326
H 2.5074 -1.3171 1.3033 0.1074
H 1.2924 -1.6500 3.0920 0.1663
H -0.7816 -0.4141 3.4428 0.2028
H -0.6010 -1.1483 1.9980 0.1983
C 6.9266 0.9856 2.7561 -0.0890
C 6.3079 0.8881 1.3741 -0.3184
O 5.2298 1.8197 1.2314 -0.1018
H 6.1760 0.7914 3.5234 0.0724
H 7.7405 0.2694 2.8735 0.0776
H 7.3214 1.9885 2.9333 0.0749
H 5.8967 -0.1068 1.2060 0.0976
H 7.0563 1.0816 0.5998 0.1103
H 5.5923 2.7030 1.3625 0.0798
C -0.2732 -1.4112 -3.2411 -0.0721
C -0.6775 -2.6366 -2.4454 -0.3009
O -1.1311 -2.2854 -1.1299 -0.1105
H 0.5183 -0.8629 -2.7243 0.0702
H 0.0871 -1.6815 -4.2296 0.0443
H -1.1195 -0.7291 -3.3563 0.0829
H 0.1710 -3.3060 -2.3131 0.1105
H -1.4700 -3.1872 -2.9589 0.1139
H -1.8950 -1.7041 -1.2297 0.0744
C -5.0878 1.6278 2.2087 -0.0832
C -4.4970 1.9229 0.8427 -0.3155
O -4.1425 0.7129 0.1664 -0.1119
H -4.3777 1.0654 2.8183 0.0650
H -5.3455 2.5485 2.7333 0.0792
H -5.9885 1.0185 2.1144 0.0775
H -3.5874 2.5170 0.9409 0.0984
H -5.2061 2.4857 0.2297 0.1137
H -4.9505 0.1908 0.0719 0.0477
C 2.7539 -3.0913 -7.0811 -0.0866
C 1.5415 -2.7171 -6.2502 -0.3293
O 1.3967 -1.2998 -6.1379 -0.0978
H 3.6592 -2.6712 -6.6423 0.0748
H 2.8655 -4.1741 -7.1473 0.0773
H 2.6657 -2.6913 -8.0933 0.0759
H 1.6424 -3.1036 -5.2360 0.1007
H 0.6312 -3.1397 -6.6885 0.1127
H 1.2959 -0.9505 -7.0307 0.0869
C 5.0211 -1.1698 -2.3457 -0.0792
C 4.6815 -2.4154 -1.5502 -0.3006
O 4.2569 -2.0856 -0.2236 -0.0983
H 5.8065 -0.6021 -1.8462 0.0722
H 5.3589 -1.4272 -3.3500 0.0766
H 4.1498 -0.5155 -2.4312 0.0730
H 5.5540 -3.0571 -1.4481 0.1146
H 3.8924 -2.9869 -2.0494 0.1048
H 3.4777 -1.5263 -0.3086 0.0355
C -1.1760 4.9581 6.1316 -0.0899
C -1.7716 4.9117 4.7361 -0.3453
O -2.8420 5.8364 4.5910 -0.0794
H -1.9413 4.7397 6.8761 0.0787
H -0.3648 4.2354 6.2398 0.0689
H -0.7825 5.9528 6.3508 0.0753
H -2.1789 3.9225 4.5290 0.0957
H -1.0044 5.1308 3.9817 0.1005
H -2.4972 6.7208 4.7585 0.0845
C -7.8451 -2.8365 -1.7644 -0.0876
C -7.1276 -1.5330 -1.4759 -0.3092
O -6.1400 -1.6956 -0.4502 -0.0990
H -8.3233 -3.2153 -0.8612 0.0789
H -8.6057 -2.7015 -2.5335 0.0789
H -7.1406 -3.5986 -2.1059 0.0740
H -7.8282 -0.7812 -1.1178 0.1136
H -6.6467 -1.1494 -2.3810 0.1105
H -5.5066 -2.3545 -0.7563 0.0826
```

(5)
The following is a quantum chemistry calculation of a gas-phase ion, C6H9N6 (charge +1) in a non-equilibrium geometry, from OMol25.

LUMO: -0.22000 hartree
Calculated total energy: -15298.8885 eV
Frontier orbital gap: 7.664 eV
SMILES: CC1=[NH+][C@@](C)(c2ncn[nH]2)N=N1
Net charge: +1
Energy relative to the best compared isomer or geometry (same formula, charge and spin): 210.0 kJ/mol

Structure (XYZ):
```
21
Properties=species:S:1:pos:R:3:nbo_charge:R:1
C 2.9401 -0.5988 -0.0837 -0.7178
C 1.5639 -0.3097 0.2748 0.5451
N 0.5987 0.0707 -0.5020 -0.4157
C -0.5281 0.2532 0.4558 0.1576
C -1.1426 1.6613 0.5489 -0.6337
C -1.5695 -0.7772 0.2050 0.2825
N -1.4818 -1.4827 -0.8631 -0.4650
C -2.6583 -2.2063 -0.8964 0.1402
N -3.3887 -1.9347 0.1565 -0.2017
N -2.7125 -1.1204 0.8902 -0.3130
N 0.0083 -0.0739 1.7103 0.0227
N 1.1665 -0.4650 1.6011 -0.1512
H 3.2221 -0.5660 -1.1091 0.2660
H 3.0420 -1.6583 0.0572 0.2967
H 3.5891 0.2261 0.3740 0.2986
H 0.6415 0.5814 -1.3699 0.4737
H -0.2581 2.3201 0.4101 0.2325
H -1.7963 1.8315 1.4347 0.2738
H -1.7423 2.0389 -0.3104 0.2641
H -2.9114 -2.8256 -1.6290 0.2109
H -3.0065 -0.7040 1.7726 0.4338
```

(6)
The following is a quantum chemistry calculation of a molecular structure, C21H37BCl3IrN6SbSi in a non-equilibrium geometry, from OMol25.

LUMO (alpha / beta): -0.18278 / -0.18784 hartree
Calculated total energy: -86814.0921 eV
Frontier orbital gap (alpha / beta): 6.445 / 6.431 eV
Net charge: +1

Structure (XYZ):
```
71
Properties=species:S:1:pos:R:3:lowdin_charge:R:1
Ir -0.5502 0.0766 0.2899 0.9604
C -0.4173 0.3628 4.6892 -0.0207
C -0.9903 -0.1561 3.5358 -0.1174
N -0.3377 0.3028 2.4700 -0.0787
N 0.6383 1.1099 2.8974 -0.0239
C 0.6188 1.1590 4.2351 -0.0382
B 1.5736 1.8912 1.9557 -0.5088
N 2.3139 0.9112 1.0232 -0.0282
C 3.6322 0.8638 0.8079 -0.0445
C 3.8730 0.0817 -0.3040 -0.0314
C 2.6104 -0.3199 -0.7203 -0.1580
N 1.6867 0.1749 0.0976 -0.1101
N 0.7515 2.7962 1.0238 -0.0264
C 0.6791 4.1347 0.9897 -0.0337
C 0.0204 4.5081 -0.1659 -0.0293
C -0.2833 3.3069 -0.8011 -0.1674
N 0.1672 2.2967 -0.0698 -0.0650
H -0.7145 0.1853 5.7006 0.1064
H -1.8218 -0.8260 3.4351 0.1132
H 1.3284 1.7437 4.7831 0.1304
H 2.3376 2.5213 2.5953 0.1257
H 4.3275 1.3690 1.4431 0.1291
H 4.8175 -0.1493 -0.7482 0.1055
H 2.3335 -0.9059 -1.5740 0.0829
H 1.0920 4.7410 1.7702 0.1313
H -0.2028 5.4968 -0.5077 0.1061
H -0.7660 3.1415 -1.7436 0.1109
Cl -3.2937 0.5758 -2.4327 0.2427
Si -2.7672 0.6181 -0.4430 -0.8345
Cl -3.2335 2.5207 0.2541 0.2408
Cl -4.2197 -0.5321 0.5143 0.2257
C -1.8844 -5.5992 0.3404 -0.0971
C -1.9434 -4.0840 0.3065 -0.6827
C -2.4298 -3.5328 1.6335 -0.1433
C -2.8310 -3.5993 -0.8233 -0.1343
Sb 0.1022 -3.1211 -0.0479 1.6266
C 1.5322 -3.7835 1.6355 -0.6677
C 2.9594 -3.5552 1.1833 -0.1102
C 1.2881 -5.2346 1.9899 -0.1044
C 1.2010 -2.8601 2.7945 -0.1311
C 0.7678 -3.7562 -2.1722 -0.6655
C 2.2805 -3.7997 -2.2225 -0.1154
C 0.1886 -2.6812 -3.0739 -0.1263
C 0.2186 -5.1254 -2.5116 -0.1084
H -2.8973 -5.9748 0.4919 0.0986
H -1.2719 -5.9720 1.1562 0.0612
H -1.5151 -6.0218 -0.5888 0.0618
H -3.4570 -3.8550 1.8068 0.0992
H -2.4279 -2.4411 1.6270 0.0097
H -1.8184 -3.8969 2.4580 0.0684
H -3.8674 -3.8517 -0.6035 0.0988
H -2.5691 -4.0744 -1.7647 0.0662
H -2.7791 -2.5170 -0.9388 0.0154
H 3.2623 -4.2760 0.4307 0.0697
H 3.6240 -3.6690 2.0394 0.0982
H 3.0956 -2.5493 0.7897 0.0564
H 1.3697 -5.8854 1.1207 0.0827
H 0.3123 -5.3728 2.4497 0.0676
H 2.0387 -5.5514 2.7145 0.0981
H 1.4121 -1.8213 2.5369 0.0567
H 1.8169 -3.1229 3.6550 0.1000
H 0.1579 -2.9382 3.0992 0.0608
H 2.7456 -2.9086 -1.8154 0.0486
H 2.5998 -3.8975 -3.2580 0.0983
H 2.6560 -4.6606 -1.6731 0.0775
H 0.5328 -1.6866 -2.7881 0.0540
H -0.9003 -2.6832 -3.0478 0.0731
H 0.4952 -2.8586 -4.1042 0.0977
H 0.5608 -5.8805 -1.8034 0.0826
H 0.5784 -5.4121 -3.5019 0.1014
H -0.8671 -5.1371 -2.5457 0.0625
```